Record 1
90
Properties=species:S:1:pos:R:3:forces:R:3 method="wB97M-V/def2-TZVPD" orbital_gap_ev=5.3947 largest_force_ev_per_a=3.27 e_tot_ev=-74372.2735 total_charge=-1
C 7.6632 -0.7270 -1.7235 0.0 0.7 0.3
C 6.6538 0.1115 -2.6011 0.3 -0.4 0.1
N 6.5028 -0.2263 -3.8286 -0.2 0.3 0.7
C 5.8818 1.3545 -2.0158 0.7 0.2 0.3
C 5.7937 1.3090 -0.4502 0.6 -0.7 0.3
O 5.3046 2.4368 0.2471 -0.5 -0.9 -1.4
B 5.4507 1.9778 1.6750 0.1 0.1 -0.5
O 5.3198 0.4850 1.6439 0.5 -0.9 -1.0
C 5.0482 0.1030 0.2688 -0.8 1.0 1.6
C 3.4714 0.2082 0.2168 0.3 0.4 -0.4
O 2.8228 -0.9897 -0.3371 -0.7 1.6 -0.9
C 1.7637 -0.4936 -1.1315 -0.5 -0.3 -0.2
C 0.5069 -0.1679 -0.4727 -0.2 0.6 -3.2
C -0.5534 0.3903 -1.3380 2.3 -0.7 -0.4
C -0.2813 0.5704 -2.7662 0.6 -0.3 0.4
C 0.9897 0.2291 -3.4014 0.1 -0.5 2.9
C 2.0410 -0.3155 -2.5497 -2.3 0.7 0.4
H 7.0959 -1.4773 -1.1159 0.5 0.7 -0.5
H 8.4244 -1.2554 -2.3548 -0.9 0.5 0.4
H 8.2446 -0.0712 -1.0134 -0.7 -0.6 -0.6
H 7.1049 -1.0330 -4.0386 -0.2 0.3 0.1
H 4.9127 1.5415 -2.5412 0.7 -0.5 0.4
H 6.5455 2.2368 -2.2676 -0.7 -0.8 0.3
H 6.8649 1.1947 -0.0965 -0.7 -0.2 -0.4
H 4.5590 2.4314 2.3576 -0.1 0.4 0.4
H 6.5744 2.3590 1.9397 0.4 -0.1 0.8
H 5.3836 -0.9481 0.0297 -0.2 1.1 0.3
H 3.0464 0.3625 1.2483 0.7 -0.2 -0.9
H 3.1931 1.1129 -0.3971 0.2 -0.9 0.5
H 0.3501 -0.2934 0.6205 0.3 0.0 -1.1
H -1.5233 0.6826 -0.8533 1.1 -0.3 -0.8
H -1.0726 0.9939 -3.4377 0.7 -0.4 0.9
H 1.2191 0.3849 -4.4768 -0.5 -0.1 0.9
H 3.0374 -0.5655 -2.9751 -0.8 0.2 0.6
C -4.7217 -1.7826 -0.4427 0.0 0.0 -0.1
N -3.4184 -1.3973 0.1557 0.0 0.1 0.0
O -3.2820 -0.2402 0.5124 0.1 -0.3 0.0
O -2.5767 -2.2693 0.2468 -0.1 0.2 0.1
H -5.3710 -0.9114 -0.4605 0.1 0.0 0.1
H -4.5263 -2.1377 -1.4520 0.0 0.1 0.3
H -5.1467 -2.5655 0.1756 0.2 0.0 -0.1
C 1.6724 2.8561 2.6611 0.1 0.1 0.0
N 0.5267 2.3407 1.8641 0.1 0.1 0.1
O 0.2397 2.9373 0.8484 -0.2 -0.3 0.2
O -0.0424 1.3471 2.2947 0.0 0.3 -0.2
H 2.0775 3.7318 2.1637 0.0 -0.2 -0.1
H 1.2941 3.1119 3.6491 0.0 -0.2 0.0
H 2.4191 2.0660 2.7161 0.0 0.1 0.0
C -0.3125 -1.7939 3.5110 -0.1 0.3 -0.2
N -1.1119 -2.5629 4.5030 0.0 0.1 -0.1
O -2.2785 -2.2490 4.6503 0.2 -0.2 0.1
O -0.5388 -3.4558 5.0997 -0.2 0.1 0.0
H -0.9477 -1.0367 3.0601 0.0 -0.1 0.1
H 0.5169 -1.3340 4.0438 0.0 -0.1 -0.1
H 0.0421 -2.4967 2.7601 0.1 0.0 0.1
C 11.0929 -1.1132 0.5953 0.0 0.1 0.3
N 11.2969 -0.8022 -0.8448 0.1 0.1 0.0
O 11.9767 0.1684 -1.1187 -0.1 -0.2 -0.1
O 10.7646 -1.5450 -1.6464 0.3 0.1 0.1
H 11.6201 -0.3730 1.1900 0.0 0.0 -0.1
H 10.0228 -1.0750 0.7905 0.0 -0.1 -0.1
H 11.4914 -2.1092 0.7749 -0.1 0.0 -0.1
C -9.4402 -2.2796 -0.1860 -0.3 0.1 -0.1
N -8.1330 -1.9076 0.4166 0.0 0.1 0.0
O -7.9855 -0.7537 0.7718 0.1 -0.3 -0.1
O -7.2996 -2.7867 0.5113 -0.4 0.1 0.1
H -10.0778 -1.4004 -0.2056 0.1 0.0 0.0
H -9.2454 -2.6387 -1.1942 0.0 -0.1 0.1
H -9.8760 -3.0601 0.4336 0.1 0.0 -0.1
C -3.8227 -4.1589 -4.7258 -0.1 -0.3 -0.1
N -4.1978 -3.1398 -3.7110 0.0 0.1 0.0
O -5.3587 -3.1347 -3.3227 0.5 0.1 -0.1
O -3.3159 -2.3860 -3.3446 -0.6 -0.3 -0.1
H -4.6985 -4.7577 -4.9591 0.0 0.1 0.1
H -3.4705 -3.6285 -5.6076 0.1 0.0 0.1
H -3.0361 -4.7749 -4.2957 0.1 0.2 -0.1
C -7.0936 1.1612 2.9086 -0.1 -0.2 0.0
N -7.4474 2.1888 3.9238 -0.1 0.0 -0.1
O -8.5991 2.2189 4.3149 0.3 0.1 0.1
O -6.5547 2.9299 4.2919 -0.3 0.0 0.0
H -7.9784 0.5799 2.6773 0.0 0.2 0.1
H -6.7346 1.6823 2.0260 0.1 -0.1 0.1
H -6.3179 0.5292 3.3365 0.1 0.1 0.0
C -6.8751 4.8477 0.4424 0.2 0.2 -0.1
N -7.6247 3.6645 -0.0591 0.0 0.0 -0.2
O -7.4656 3.3507 -1.2221 -0.2 0.0 0.3
O -8.3467 3.0939 0.7380 0.1 0.1 -0.2
H -6.2775 5.2517 -0.3695 -0.1 -0.1 0.0
H -7.6057 5.5769 0.7853 0.0 -0.1 0.1
H -6.2400 4.5115 1.2599 -0.1 0.0 0.0

---

Record 2
35
Properties=species:S:1:pos:R:3:forces:R:3 method="wB97M-V/def2-TZVPD" orbital_gap_ev=9.0528 relative_energy_kcal_mol=61.1 largest_force_ev_per_a=5.01 e_tot_ev=-23898.6777
C -0.8010 2.1584 3.0764 -2.3 2.5 0.0
C 0.0459 1.2121 3.8041 0.8 -2.7 -1.3
C 1.5341 1.6467 3.7597 -0.2 -0.1 0.2
C 2.0283 1.7438 2.3204 -0.5 3.5 -0.2
O 2.0861 2.8694 1.8303 0.3 -2.1 -0.3
O 2.3728 0.5951 1.7060 -0.3 -0.9 -0.6
C 2.6073 0.6238 0.2653 2.0 2.0 -0.3
C 2.0153 -0.4901 -0.5164 -1.6 -1.1 0.1
C 0.4836 -0.6609 -0.2017 0.6 -2.0 -2.9
N -0.0642 -0.7337 -1.6155 -0.1 0.6 5.0
C 0.8529 -0.4717 -2.5255 -0.2 -0.6 -1.5
N 0.3872 -0.6705 -3.7525 1.1 -0.3 1.2
C -0.8917 -1.2197 -3.4792 0.6 1.5 -3.2
C -1.7615 -1.7380 -4.4232 0.8 -1.4 -1.5
C -2.9042 -2.3752 -3.9573 0.0 2.0 -0.2
C -3.3818 -2.1496 -2.6601 2.0 -0.2 0.2
C -2.5253 -1.6326 -1.7137 1.2 0.5 1.5
C -1.2496 -1.1476 -2.1859 -1.2 -1.2 2.5
O 2.0742 -0.1702 -1.9609 -0.3 -0.2 0.1
H -1.9230 2.0018 3.1417 1.3 -0.4 -0.1
H -0.7147 3.1652 3.5804 0.2 -0.7 -0.8
H -0.5459 2.2472 2.0205 0.0 0.2 0.1
H 0.0279 0.2271 3.2622 -0.1 0.6 0.3
H -0.4621 0.9570 4.7187 0.7 0.2 1.0
H 1.6169 2.6553 4.2466 0.4 -1.0 -0.6
H 2.2321 0.9178 4.1496 -0.2 -0.2 1.0
H 2.1323 1.5231 -0.1147 0.4 0.4 0.0
H 3.7396 0.6305 0.0290 -1.8 0.3 0.7
H 2.5979 -1.3856 -0.2540 -0.4 -0.2 -0.8
H 0.1239 0.1994 0.2899 -0.8 0.6 1.0
H 0.3025 -1.6669 0.2162 -0.2 0.9 0.5
H -1.3353 -1.7827 -5.4787 -1.1 -0.1 1.4
H -3.5899 -2.8564 -4.5843 -0.6 -0.6 -1.3
H -4.3348 -2.5011 -2.3832 -0.9 -0.5 0.3
H -2.7757 -1.7212 -0.6101 0.3 0.6 -1.5

---

Record 3
30
Properties=species:S:1:pos:R:3:forces:R:3 method="wB97M-V/def2-TZVPD" orbital_gap_ev="2.2819 / 9.4076" largest_force_ev_per_a=2.70 e_tot_ev=-19704.2676 total_charge=-1 multiplicity=2
C 0.5823 -1.5079 2.1173 1.0 1.5 1.7
O 2.0139 -1.3300 2.2666 -0.6 0.0 -0.5
C 0.0538 -0.6844 0.9535 -0.7 -2.6 -0.1
C 0.7888 -1.1410 -0.3256 0.0 -0.7 0.0
C 1.2521 -0.0080 -1.1931 0.0 1.3 0.8
N 2.2032 -0.3118 -2.1165 0.2 -0.7 0.1
O 0.8629 1.1441 -0.9831 0.2 -0.5 -0.5
N -1.3867 -0.9802 0.9539 -0.1 1.3 -0.1
H 0.1474 -1.0624 3.0270 -0.3 -0.3 -0.2
H 0.3649 -2.5755 2.1434 -0.3 0.0 -0.7
H 0.1583 0.3694 1.1632 0.4 0.2 -0.1
H 0.1633 -1.8369 -0.8957 -0.3 0.4 -0.1
H 1.6468 -1.8006 -0.0920 0.0 0.6 0.2
H 2.9004 0.3915 -2.3298 -0.4 0.1 -0.1
H 2.6100 -1.2244 -1.9369 0.1 0.1 -0.3
H -1.8321 -0.7159 0.0884 -0.2 0.0 0.2
H 2.3042 -2.0920 2.7616 0.4 -0.2 0.2
H -1.6857 -1.9136 1.1741 0.4 -0.4 -0.1
H 3.6377 1.6612 -0.1866 0.1 -0.3 -0.2
H 3.5404 1.1501 1.1921 -0.2 -0.3 0.6
O 3.9251 0.9048 0.3499 0.0 0.6 -0.4
H -4.1725 3.1607 -0.0352 -0.5 0.4 0.2
H -3.0156 2.3604 -0.4192 -0.6 -0.1 -0.4
O -3.9832 2.4143 -0.6002 0.4 -0.2 0.2
H -1.3177 3.0561 -1.3556 0.4 -0.3 -0.3
H -0.9436 2.3221 -0.0348 0.4 0.1 -0.5
O -1.4072 3.0889 -0.4040 -0.1 0.1 0.9
H -3.8691 -1.3043 -1.9225 -0.3 0.2 -1.1
H -2.4343 -0.5150 -1.9187 -0.7 -0.2 -0.8
O -3.1079 -1.0195 -1.4417 1.0 0.0 1.5

---

Record 4
18
Properties=species:S:1:pos:R:3:forces:R:3 method="wB97M-V/def2-TZVPD" orbital_gap_ev=11.5257 relative_energy_kcal_mol=30.8 largest_force_ev_per_a=0.92 e_tot_ev=-12479.7789
O -5.0701 -5.0099 0.0342 0.1 0.1 -0.2
H -5.2121 -5.6966 -0.6233 0.0 0.0 0.0
H -4.1833 -4.6582 -0.1583 -0.2 -0.2 0.1
O -4.3251 -4.3702 2.8657 -0.2 0.4 0.2
H -4.3755 -3.4187 3.0352 -0.1 -0.2 0.1
H -5.1804 -4.5955 2.4753 0.2 -0.1 -0.2
O -2.5106 -4.0478 0.8455 0.0 -0.1 0.7
H -3.1743 -4.1876 1.5607 0.1 0.0 -0.4
H -1.7197 -4.3679 1.2964 0.1 0.1 -0.4
O 3.8784 -0.2762 -4.6900 -0.1 0.2 0.3
H 4.0276 0.4899 -4.1041 0.1 -0.3 -0.4
H 3.0568 -0.6612 -4.3707 0.1 -0.1 0.0
O 4.0700 2.2189 -3.4335 -0.3 0.4 0.1
H 4.5522 3.0523 -3.4491 0.2 -0.1 0.0
H 3.1769 2.4743 -3.6943 0.0 -0.1 0.0
O 4.0042 11.4295 4.2768 0.3 -0.6 0.7
H 3.3655 11.0248 4.8786 -0.3 0.2 -0.3
H 4.8194 11.0370 4.6277 0.0 0.3 -0.4

---

Record 5
11
Properties=species:S:1:pos:R:3:forces:R:3 method="wB97M-V/def2-TZVPD" orbital_gap_ev=8.3942 relative_energy_kcal_mol=74.7 largest_force_ev_per_a=4.01 e_tot_ev=-27383.7670
C -1.6804 0.5661 -0.2547 0.1 -3.2 1.6
O 1.6260 -1.5248 -0.1545 0.0 -0.9 -0.7
O 1.0516 0.2769 1.2920 -1.3 0.3 3.4
O -0.8496 -0.2251 -1.0754 3.2 0.5 1.2
P 1.3988 0.0270 -0.1557 -1.5 0.3 -3.7
S 2.6255 1.2991 -0.8637 -0.6 -0.7 -0.1
H -2.5786 -0.0763 0.0265 0.6 0.9 -0.5
H -1.9779 1.4729 -0.6835 -0.4 1.5 -0.6
H -1.1760 0.6920 0.7207 -0.5 0.6 -0.2
H 0.9165 -2.0180 -0.5995 0.0 0.2 -0.1
H 0.6442 -0.4898 1.7478 0.2 0.6 -0.2

---

Record 6
39
Properties=species:S:1:pos:R:3:forces:R:3 method="wB97M-V/def2-TZVPD" orbital_gap_ev=9.5248 relative_energy_kcal_mol=4.3 largest_force_ev_per_a=0.82 e_tot_ev=-24997.7260
C 1.5527 0.1240 -2.3242 0.0 -0.1 -0.1
C 2.4629 0.0258 -1.1423 -0.1 0.0 0.0
C 3.8360 0.1711 -1.3010 0.0 0.0 0.1
C 4.6896 0.1318 -0.2161 0.0 0.0 0.0
C 4.1800 -0.0461 1.0579 0.0 0.0 0.0
C 2.8186 -0.2106 1.2550 -0.1 0.0 -0.1
C 2.2579 -0.4109 2.6319 0.0 0.0 -0.1
C 1.9685 -0.1897 0.1448 0.4 -0.1 -0.1
N 0.5795 -0.3547 0.3738 0.2 0.3 0.3
C -0.2239 -1.2646 -0.2077 -0.5 -0.1 0.3
O 0.1123 -2.0771 -1.0429 0.1 -0.2 -0.1
C -1.6797 -1.1777 0.2849 -0.2 -0.1 -0.1
N -2.4506 -2.1159 -0.4980 0.8 0.2 -0.1
C -3.7046 -2.4603 -0.1689 -0.2 -0.5 -0.5
O -4.3293 -2.0037 0.7562 -0.2 0.2 0.5
C -2.1818 0.2397 0.1395 -0.1 0.1 0.1
C -2.4372 1.0221 1.2571 0.0 -0.1 -0.1
C -2.8728 2.3276 1.1106 0.0 0.1 0.0
C -3.0535 2.8613 -0.1534 0.0 0.1 0.1
C -2.8018 2.0842 -1.2721 0.0 0.0 -0.1
C -2.3665 0.7798 -1.1276 0.0 0.0 0.1
H 0.6804 0.7333 -2.0888 -0.1 0.0 0.0
H 1.1984 -0.8677 -2.6046 0.0 0.1 -0.1
H 2.0747 0.5610 -3.1715 0.0 0.1 0.0
H 4.2343 0.3276 -2.2926 0.0 0.0 -0.1
H 5.7531 0.2488 -0.3600 0.1 0.0 0.0
H 4.8454 -0.0654 1.9085 0.1 0.0 0.1
H 1.6335 -1.3029 2.6685 -0.1 0.0 0.1
H 3.0608 -0.5206 3.3557 0.0 0.0 0.1
H 1.6485 0.4443 2.9298 -0.1 0.0 0.1
H 0.1884 0.1912 1.1297 -0.1 -0.1 -0.2
H -1.7239 -1.4706 1.3439 0.1 0.1 -0.1
H -1.9244 -2.5903 -1.2224 -0.2 -0.1 0.1
H -4.1187 -3.2190 -0.8595 0.0 0.0 0.1
H -2.3154 0.6027 2.2459 0.0 -0.1 0.1
H -3.0769 2.9261 1.9860 0.0 0.1 0.1
H -3.3956 3.8790 -0.2673 0.0 0.1 0.0
H -2.9459 2.4958 -2.2600 0.0 0.0 -0.1
H -2.1729 0.1708 -1.9988 0.0 -0.1 -0.1

---

Record 7
48
Properties=species:S:1:pos:R:3:forces:R:3 method="wB97M-V/def2-TZVPD" orbital_gap_ev=7.9033 relative_energy_kcal_mol=137.6 largest_force_ev_per_a=7.65 e_tot_ev=-42525.4014
C 3.3931 0.6773 2.0754 -0.3 2.4 -0.4
C 2.1299 1.4668 2.6352 0.1 -2.9 -1.8
C 2.1441 1.6726 4.0781 1.0 1.1 1.9
O 1.0267 0.5462 2.3249 -2.2 0.3 -1.0
C -0.1649 1.0417 1.8462 0.6 1.8 -0.1
O -0.5314 2.2204 1.9488 1.5 -1.4 0.6
C -0.9707 0.1567 0.9899 -1.4 -1.7 0.6
C -0.3982 -0.9791 0.5119 2.4 4.4 2.9
N -0.9166 -1.7744 -0.4083 1.8 0.4 -1.0
C -0.1872 -1.8001 -1.5854 -3.2 -4.3 -3.2
O -0.6473 -2.5443 -2.4964 1.6 1.2 1.7
C 0.9077 -0.8795 -1.8890 -1.2 2.2 1.3
C 0.6219 0.4687 -1.7277 4.6 -0.8 -1.9
C 1.6379 1.3098 -2.3557 -2.7 0.7 0.2
C 2.4308 0.5591 -3.1243 1.0 0.3 0.0
S 2.2884 -1.1144 -2.8461 -0.1 -0.6 -0.8
C -2.0367 -2.5041 0.0868 -1.9 -0.1 -0.3
C -3.3940 -1.7410 -0.2188 0.2 0.3 -1.1
C -4.6168 -2.5117 0.2507 0.5 -1.4 -0.1
C -3.5419 -1.5087 -1.7726 0.3 -1.2 -0.2
C -3.4991 -0.3548 0.3588 -0.5 3.6 0.9
C -4.7231 0.5857 0.3758 3.2 0.4 -0.7
C -4.3098 1.9254 0.6267 4.4 -5.1 0.5
C -4.9787 3.1202 0.5435 -4.4 6.2 0.6
N -5.6620 4.1214 0.5694 3.6 -5.0 -0.3
N -2.8683 1.7938 0.8987 -2.3 -0.2 -0.8
C -2.4255 0.4924 0.7216 -0.6 0.4 0.3
H 4.2079 0.9623 2.7400 0.3 -0.4 -0.2
H 3.3546 -0.3824 1.8928 -0.6 -0.5 0.7
H 3.6185 1.0748 1.0713 0.0 0.1 0.3
H 1.9203 2.3394 2.0759 0.2 1.0 -0.6
H 1.5846 0.8697 4.5537 0.3 0.0 0.3
H 3.2077 1.7023 4.4054 -0.8 -0.2 0.2
H 1.7329 2.6416 4.3975 -0.2 -0.4 -0.2
H 0.6611 -1.0594 0.8071 -0.5 -0.4 -0.3
H -0.2218 0.8706 -1.3690 -2.9 1.1 1.6
H 1.5727 2.4301 -2.4375 0.1 -1.4 0.2
H 3.0322 1.0290 -3.8696 1.0 -0.4 -0.2
H -1.9388 -2.5475 1.2018 0.1 -0.4 -1.0
H -1.9309 -3.4915 -0.3939 -0.9 0.2 0.3
H -4.8804 -3.3207 -0.4915 0.2 0.7 1.0
H -4.4577 -2.9251 1.2674 -0.1 0.0 -0.6
H -5.4008 -1.7853 0.3285 -0.8 0.0 -0.1
H -4.6192 -1.5905 -1.9491 0.2 0.4 -0.4
H -3.1196 -0.5879 -2.2432 -0.3 -0.6 0.9
H -3.0539 -2.3701 -2.2693 -0.4 0.4 0.0
H -5.6753 0.4502 -0.0819 -0.6 -0.6 0.1
H -2.2177 2.4834 1.2558 -0.3 0.1 0.0

---

Record 8
11
Properties=species:S:1:pos:R:3:forces:R:3 method="wB97M-V/def2-TZVPD" orbital_gap_ev=8.7324 relative_energy_kcal_mol=139.3 largest_force_ev_per_a=0.45 e_tot_ev=-8771.6524
N 1.2454 -0.0128 -1.1449 0.0 0.0 0.0
C 0.0868 0.2532 -0.5497 0.1 -0.2 0.0
O -1.0459 0.1099 -1.1464 0.0 0.0 0.1
C -0.1538 0.6941 0.8252 -0.2 0.2 -0.1
C -0.8796 -0.6096 1.1419 -0.1 -0.4 0.2
O 0.1336 0.0200 1.9918 0.2 0.1 0.1
H 2.1048 0.1190 -0.6353 -0.1 0.0 -0.1
H 1.2554 -0.5189 -2.0183 0.0 0.1 0.1
H -0.7611 1.5932 0.9161 0.1 -0.1 0.0
H -1.6370 -0.1771 -0.0754 0.1 0.2 -0.3
H -0.3487 -1.4710 0.6949 -0.1 0.1 0.0

---

What did the eighth record say?
11
Properties=species:S:1:pos:R:3:forces:R:3 method="wB97M-V/def2-TZVPD" orbital_gap_ev=8.7324 relative_energy_kcal_mol=139.3 largest_force_ev_per_a=0.45 e_tot_ev=-8771.6524
N 1.2454 -0.0128 -1.1449 0.0 0.0 0.0
C 0.0868 0.2532 -0.5497 0.1 -0.2 0.0
O -1.0459 0.1099 -1.1464 0.0 0.0 0.1
C -0.1538 0.6941 0.8252 -0.2 0.2 -0.1
C -0.8796 -0.6096 1.1419 -0.1 -0.4 0.2
O 0.1336 0.0200 1.9918 0.2 0.1 0.1
H 2.1048 0.1190 -0.6353 -0.1 0.0 -0.1
H 1.2554 -0.5189 -2.0183 0.0 0.1 0.1
H -0.7611 1.5932 0.9161 0.1 -0.1 0.0
H -1.6370 -0.1771 -0.0754 0.1 0.2 -0.3
H -0.3487 -1.4710 0.6949 -0.1 0.1 0.0